Computed, not measured: 9 unconnected molecules or ions with the total composition C36H99N9O9 in a non-equilibrium geometry, with ωB97M-V/def2-TZVPD.

Each line ends with the Löwdin charge.
Element x y z (Å)
C  15.03415  6.67798  15.12027  -0.095
O  13.85423  5.90526  15.37640  -0.202
C  12.86158  5.90536  14.38024  -0.201
C  11.98639  4.57364  14.48021  -0.417
C  12.79888  3.30766  14.11334  -0.070
N  10.85205  4.61261  13.59731  0.024
H  14.63716  7.66355  14.87701  0.084
H  15.78739  6.37824  14.39166  0.081
H  15.60187  6.64999  16.05033  0.084
H  12.27324  6.81785  14.47677  0.114
H  13.22378  5.95828  13.35355  0.118
H  11.67163  4.47905  15.51948  0.128
H  12.99981  3.18486  13.04909  0.076
H  12.32052  2.35631  14.34623  0.072
H  13.78163  3.32679  14.58445  0.072
H  10.00646  4.92635  14.05189  0.072
H  10.69154  3.63159  13.41861  0.058
C  27.56648  8.26820  13.88419  -0.103
O  26.89546  9.19175  14.75218  -0.200
C  27.67316  10.33789  15.06668  -0.198
C  28.95962  10.06520  15.86499  -0.412
C  28.81325  9.65419  17.29621  -0.075
N  29.76373  11.33622  15.93803  0.023
H  26.84498  7.54211  13.50960  0.083
H  28.46784  7.81179  14.29326  0.081
H  27.85112  8.76482  12.95658  0.082
H  27.88483  10.81071  14.10765  0.118
H  27.05399  11.01065  15.66009  0.126
H  29.53802  9.37331  15.25274  0.122
H  29.74978  9.36478  17.77292  0.081
H  28.10615  8.82684  17.35620  0.077
H  28.39861  10.47822  17.87686  0.080
H  29.79542  11.74298  16.86196  0.052
H  30.76046  11.21625  15.82740  0.061
C  16.92496  9.21319  24.37220  -0.139
O  18.14920  9.82449  24.16028  -0.174
C  19.21660  8.88745  24.14845  -0.209
C  20.54613  9.61222  24.03079  -0.466
C  20.80879  10.41921  22.78808  -0.053
N  21.59202  8.62796  24.16623  0.023
H  16.20437  9.90279  24.81188  0.082
H  16.94733  8.45828  25.15814  0.089
H  16.48938  8.98510  23.39939  0.092
H  19.19601  8.12293  24.92512  0.119
H  19.06617  8.27190  23.26158  0.121
H  20.64306  10.14730  24.97546  0.136
H  21.74558  10.97582  22.81476  0.079
H  20.05415  11.18782  22.62119  0.078
H  20.73200  9.78347  21.90602  0.087
H  21.67317  8.46211  25.15920  0.074
H  22.41371  9.10206  23.81959  0.065
C  32.54279  5.60014  20.32214  -0.144
O  31.49531  5.11268  21.11799  -0.203
C  30.25670  4.81155  20.38775  -0.133
C  29.09706  4.43008  21.40434  -0.402
C  29.31692  3.34841  22.42029  -0.081
N  27.91899  4.02825  20.53714  0.017
H  33.41900  5.80789  20.93630  0.085
H  32.46138  6.50387  19.71820  0.079
H  32.81209  4.79420  19.63947  0.080
H  29.87731  5.60182  19.73996  0.114
H  30.59637  3.95047  19.81218  0.119
H  28.73849  5.28759  21.97373  0.119
H  30.18825  3.61185  23.01986  0.075
H  29.48847  2.41182  21.88976  0.080
H  28.48444  3.19942  23.10796  0.076
H  27.78858  4.62393  19.73199  0.053
H  27.07647  3.99385  21.09309  0.062
C  22.40989  4.91552  13.72200  -0.138
O  22.46029  4.83802  15.09494  -0.176
C  22.56335  6.15514  15.66196  -0.208
C  23.44749  6.19780  16.90643  -0.441
C  23.49166  7.60575  17.47573  -0.068
N  24.83277  5.85834  16.56500  0.048
H  23.25595  5.48850  13.34258  0.085
H  21.54352  5.53770  13.49753  0.085
H  22.28675  3.90534  13.33152  0.098
H  22.96506  6.90503  14.98050  0.114
H  21.59305  6.63506  15.78962  0.124
H  23.12108  5.50425  17.68138  0.139
H  23.81974  8.23973  16.65199  0.075
H  24.05756  7.72592  18.39954  0.085
H  22.45500  7.91358  17.61237  0.074
H  25.20332  6.66120  16.07694  0.053
H  24.60373  5.20072  15.83344  0.054
C  18.74915  4.19687  21.48796  -0.107
O  20.10559  3.90959  21.81762  -0.233
C  20.43669  3.34899  23.15001  -0.120
C  21.97824  3.28095  23.24369  -0.489
C  22.46449  3.12430  24.63248  -0.088
N  22.78988  4.32275  22.67741  0.044
H  18.14682  3.29426  21.59089  0.079
H  18.59980  4.67070  20.51777  0.086
H  18.35114  4.87802  22.24010  0.072
H  20.00713  4.03920  23.87608  0.120
H  20.06383  2.32585  23.19753  0.124
H  22.32420  2.43141  22.65489  0.136
H  23.54538  3.20210  24.74966  0.081
H  22.15410  2.21878  25.15380  0.082
H  22.13037  4.02238  25.15201  0.078
H  22.28471  4.52466  21.82644  0.062
H  22.55543  5.16664  23.18040  0.068
C  28.41476  13.40487  25.29524  -0.093
O  28.79283  12.76541  24.03868  -0.204
C  27.76796  11.80062  23.56779  -0.161
C  27.93240  10.42580  24.19780  -0.459
C  29.28742  9.81788  23.98005  -0.077
N  26.91335  9.47879  23.74442  0.031
H  27.62314  14.12330  25.08243  0.077
H  29.25166  13.92944  25.75627  0.084
H  27.96078  12.73274  26.02341  0.075
H  26.78224  12.21046  23.78794  0.116
H  27.84709  11.74414  22.48214  0.123
H  27.78208  10.52228  25.27307  0.129
H  29.47981  9.42807  22.98048  0.078
H  29.46025  8.95726  24.62625  0.077
H  30.12103  10.50333  24.13287  0.075
H  27.16919  8.58027  24.12821  0.064
H  26.99062  9.29267  22.75473  0.065
C  33.02680  -1.16995  16.61361  -0.151
O  31.75524  -1.37696  16.13394  -0.169
C  31.00376  -0.20372  16.32157  -0.220
C  29.80508  -0.32825  15.37013  -0.417
C  28.83510  0.88711  15.36566  -0.064
N  29.01236  -1.52621  15.65360  0.027
H  33.09673  -0.73799  17.61192  0.089
H  33.57196  -0.44553  16.00854  0.084
H  33.62200  -2.07992  16.53756  0.092
H  30.62510  -0.14561  17.34202  0.132
H  31.50044  0.72503  16.04077  0.124
H  30.17907  -0.44630  14.35312  0.135
H  29.38658  1.80039  15.14228  0.067
H  28.32284  1.02016  16.31854  0.072
H  28.01955  0.81666  14.64593  0.071
H  29.61575  -2.33613  15.64710  0.060
H  28.66355  -1.59362  16.59906  0.068
C  21.17846  9.61234  10.06333  -0.108
O  22.23968  10.43082  9.59654  -0.209
C  23.61092  10.11371  10.03451  -0.173
C  24.59562  11.26663  10.17384  -0.415
C  24.05333  12.34933  11.10681  -0.073
N  24.67894  11.96346  8.87564  0.021
H  20.22546  10.08001  9.81599  0.085
H  21.26439  9.46663  11.14013  0.082
H  21.17858  8.67287  9.51061  0.081
H  23.57822  9.55490  10.96980  0.112
H  23.97932  9.44335  9.25798  0.116
H  25.63873  11.10748  10.44716  0.135
H  23.21543  12.89233  10.66958  0.075
H  24.83491  13.06659  11.35733  0.079
H  23.62022  11.92368  12.01199  0.076
H  23.73826  12.32282  8.79773  0.053
H  24.74402  11.31778  8.10171  0.064

Its electronic energy is -2600.6275 Ha. Its charge is 0. As for the SMILES: COC[C@H](C)N.COC[C@H](C)N.COC[C@H](C)N.COC[C@H](C)N.COC[C@H](C)N.COC[C@H](C)N.COC[C@H](C)N.COC[C@H](C)N.COC[C@H](C)N.